A structure of composition C24H26N4NdS2Si, computed with ωB97M-V/def2-TZVPD.

## Properties
Total energy = -76087.6545 eV
LUMO level (spin up / spin down) = -3.13 / -3.03 eV
Frontier orbital gap (spin up / spin down) = 0.25670 / 0.26107 hartree

```
! RIJCOSX wB97M-V def2-TZVPD def2/J DEFGRID3
* xyz 1 4
C 0.63403 2.51327 1.92052
C -0.45309 2.74196 1.03052
C -1.66837 2.57840 1.75141
H -0.38018 3.10479 0.00868
C -1.33687 2.27911 3.11241
C 0.09265 2.23375 3.21273
H 0.65764 2.18222 4.15031
H 1.68738 2.67965 1.68777
H -2.66715 2.80594 1.37651
H -2.04413 2.27200 3.94769
Nd -0.61558 0.10645 1.57417
C -0.69110 -1.33062 -0.71884
H -1.24722 -1.39885 0.23861
H -0.06116 -2.22983 -0.81593
H -1.49836 -1.41634 -1.46659
Si 0.38577 0.35898 -1.56768
C 1.94258 -0.05880 -2.50299
C 2.85899 1.00993 -2.59210
H 2.50716 2.02695 -2.40160
C 4.21823 0.75358 -2.84171
H 4.90499 1.59709 -2.93482
C 4.66163 -0.56323 -2.97277
H 5.72081 -0.75799 -3.15843
C 3.75429 -1.62742 -2.90603
H 4.09313 -2.65808 -3.02701
C 2.38066 -1.38086 -2.68620
H 1.66584 -2.22023 -2.56545
C -1.15881 1.04708 -2.43287
C -0.91894 2.03062 -3.41686
H 0.01104 1.98352 -4.00792
C -1.81435 3.11407 -3.54718
H -1.62255 3.88985 -4.28795
C -2.94270 3.22127 -2.69833
H -3.55662 4.13756 -2.69141
C -3.23915 2.14776 -1.85142
H -4.14484 2.17664 -1.23194
C -2.40974 1.03105 -1.78365
H -2.75643 0.16582 -1.20075
H 1.09772 0.06641 -0.18402
H 0.79336 1.79082 -1.35454
N -3.90816 -1.31335 1.36192
C -3.06343 -2.27558 1.84349
N -1.84350 -1.96257 2.28882
C -1.06111 -3.13276 2.50327
C -1.72121 -4.29817 2.16204
S -3.33791 -3.98923 1.60285
C 0.34292 -2.91515 2.72721
C 1.34636 -3.82038 3.01165
S 2.90552 -3.06537 3.09184
C 2.15148 -1.51903 2.71235
N 0.83446 -1.59472 2.52884
N 2.88623 -0.39705 2.59698
H -4.85095 -1.60860 1.14526
H -3.78491 -0.36463 1.72227
H -1.27681 -5.29084 2.21038
H 1.17218 -4.87304 3.17715
H 3.87690 -0.50364 2.73596
H 2.49143 0.51981 2.41336
*
```

=====

A structure of composition C15H11FNO3PtS3, computed with ωB97M-V/def2-TZVPD.

## Properties
Total energy = -61841.0159 eV
Energy relative to the best compared isomer or geometry (same formula, charge and spin) = 0.0 kJ/mol
LUMO level = 1.95 eV
Frontier orbital gap = 0.22692 hartree

```
! RIJCOSX wB97M-V def2-TZVPD def2/J DEFGRID3
* xyz -1 1
Pt 4.23131 -1.35454 0.15743
S 7.50751 -3.88369 1.92274
C 6.31748 -2.96534 1.25950
S 6.36305 -1.26633 0.90684
S 4.73196 -3.48077 0.76745
C -1.42239 3.33550 0.69289
C -1.85106 2.11964 -0.11712
C -3.11062 1.50683 0.47595
C -3.55888 0.30804 -0.33953
C -2.43975 -0.69041 -0.44155
C -2.69728 -2.03193 -0.60652
C -1.64704 -2.93775 -0.70141
F -1.95212 -4.24330 -0.86162
C -0.34356 -2.54452 -0.63105
C -0.05855 -1.18305 -0.46314
C 1.35372 -0.77049 -0.38554
O 2.21447 -1.66967 -0.42961
C 1.58610 0.63470 -0.28236
C 0.50753 1.46049 -0.19103
N -0.78933 1.09045 -0.18375
C -1.10141 -0.25539 -0.36207
C 2.93782 1.35918 -0.32542
O 2.88386 2.58942 -0.37169
O 4.00116 0.66975 -0.34668
H -2.29120 3.97885 0.83491
H -0.65335 3.92876 0.20393
H -1.05333 3.03176 1.67377
H -2.07317 2.43412 -1.14406
H -3.88699 2.27266 0.49928
H -2.90843 1.20859 1.50920
H -3.84960 0.64111 -1.34153
H -4.43671 -0.16419 0.10358
H -3.71643 -2.39426 -0.66067
H 0.47409 -3.24868 -0.69441
H 0.73113 2.51446 -0.12674
*
```

=====

A structure of composition C21H12BrCl2INOS3W, computed with ωB97M-V/def2-TZVPD.

## Properties
Total energy = -163024.7588 eV
Energy relative to the best compared isomer or geometry (same formula, charge and spin) = 93.0 kJ/mol
LUMO level = -5.02 eV
Frontier orbital gap = 0.22757 hartree

```
! RIJCOSX wB97M-V def2-TZVPD def2/J DEFGRID3
* xyz 1 1
W -0.22310 -0.06080 -0.11920
Cl -1.47340 3.16310 3.07670
C 0.01450 2.32120 3.10690
C 0.80830 2.28550 4.26410
C 1.99350 1.58740 4.30340
Cl 2.93640 1.60690 5.73150
C 2.42330 0.81660 3.18720
C 3.58570 0.03190 3.11750
C 3.83110 -0.71390 1.98500
C 2.90400 -0.71240 0.94250
N 1.80250 0.02020 0.95990
C 1.57850 0.80470 2.04950
C 0.40890 1.60170 1.98440
O -0.27470 1.51790 0.85020
H 0.46740 2.82000 5.13670
H 4.26610 0.00520 3.95450
H 4.71710 -1.32280 1.90130
H 3.04360 -1.33480 0.06660
S -1.25590 -1.14940 1.71150
C -1.72180 -2.58560 0.76940
C -2.82470 -3.32700 1.18160
C -3.15650 -4.50790 0.54500
C -2.39310 -4.95310 -0.52380
C -1.31320 -4.21240 -0.96580
C -0.95860 -3.03190 -0.32110
S 0.54880 -2.20760 -0.80350
H -3.40950 -2.96090 2.00910
H -4.00610 -5.08130 0.88200
H -2.62970 -5.88680 -1.00930
H -0.72170 -4.54220 -1.80590
Br 4.06860 2.33630 -0.27580
C 4.43660 1.36750 -1.86240
C 5.75290 1.07190 -2.18970
C 6.03950 0.37840 -3.35210
C 5.01510 0.00790 -4.20840
C 3.69860 0.29790 -3.88500
C 3.40880 0.95680 -2.70040
I 1.27360 1.29620 -2.18590
H 6.53920 1.39680 -1.52770
H 7.06520 0.14280 -3.58620
H 5.22880 -0.51130 -5.12920
H 2.89780 0.02240 -4.55160
S -1.83670 0.11590 -1.58450
*
```

=====

A structure of composition C55H43AuNO4P2S2Si, computed with ωB97M-V/def2-TZVPD.

## Properties
Total energy = -119225.3341 eV
Energy relative to the best compared isomer or geometry (same formula, charge and spin) = 0.0 kJ/mol
LUMO level = -4.60 eV
Frontier orbital gap = 0.23145 hartree

```
! RIJCOSX wB97M-V def2-TZVPD def2/J DEFGRID3
* xyz 1 1
Au 0.19539 -0.45401 -0.05606
O 0.29455 4.94364 0.29047
S 0.19820 3.53819 -0.17955
C -1.32630 3.45763 -1.15827
C -1.76608 4.68968 -1.61595
C -2.88472 4.77453 -2.42648
C -3.56512 3.62182 -2.77975
C -3.16590 2.39412 -2.27341
C -2.05506 2.29345 -1.42834
P -1.88996 0.71510 -0.51417
C -2.91564 0.91115 0.95354
C -2.89165 -0.07495 1.94217
C -3.67717 0.05900 3.07121
C -4.48294 1.18439 3.22544
C -4.49980 2.16578 2.25128
C -3.70697 2.04114 1.11698
C -2.80051 -0.44707 -1.59838
C -2.35512 -0.59502 -2.91167
C -3.03644 -1.40874 -3.79818
C -4.15594 -2.11403 -3.37243
C -4.59100 -1.98995 -2.06231
C -3.92068 -1.15346 -1.17483
C 1.31622 3.43358 -1.60473
C 1.39874 4.55952 -2.41359
C 2.33128 4.61224 -3.43232
C 3.20036 3.54477 -3.62864
C 3.13010 2.43407 -2.80651
C 2.19136 2.36897 -1.77507
P 2.18702 0.96589 -0.61333
C 3.50971 1.37054 0.55495
C 4.82892 1.49781 0.10475
C 5.83260 1.83603 0.99220
C 5.52810 2.06081 2.33446
C 4.22532 1.93499 2.78130
C 3.21546 1.58302 1.89226
C 2.88208 -0.42125 -1.59740
C 3.72375 -1.35630 -0.99086
C 4.22546 -2.42419 -1.72279
C 3.88498 -2.57930 -3.05916
C 3.01922 -1.67473 -3.66099
C 2.50843 -0.61148 -2.93264
H -1.22691 5.57642 -1.30351
H -3.22525 5.74035 -2.77795
H -4.43266 3.67213 -3.42543
H -3.75103 1.51982 -2.51218
H -2.24265 -0.93362 1.83758
H -3.65116 -0.70361 3.83955
H -5.08670 1.29736 4.11719
H -5.11246 3.04881 2.37679
H -3.70983 2.83177 0.37855
H -1.47835 -0.04797 -3.25054
H -2.69215 -1.49932 -4.82095
H -4.68691 -2.75677 -4.06299
H -5.46758 -2.52985 -1.72703
H -4.29098 -1.04328 -0.16301
H 0.74560 5.40075 -2.22396
H 2.39127 5.48863 -4.06441
H 3.94613 3.58484 -4.41209
H 3.82574 1.61888 -2.96277
H 5.07777 1.32555 -0.93575
H 6.85278 1.92711 0.64148
H 6.31382 2.33942 3.02521
H 3.97824 2.11710 3.81902
H 2.19669 1.50509 2.23897
H 3.99968 -1.23879 0.05083
H 4.89373 -3.13210 -1.24755
H 4.29333 -3.40219 -3.63196
H 2.74585 -1.79599 -4.70203
H 1.83659 0.09348 -3.41194
C -1.34940 -4.59421 -4.14248
C -2.10360 -5.00348 -3.05057
C -1.95300 -4.36940 -1.82484
C -1.03918 -3.31977 -1.68141
C -0.29084 -2.91864 -2.78856
C -0.44037 -3.55282 -4.01185
Si -0.86239 -2.61041 0.00795
C 0.41446 -3.40260 1.03185
C 0.17223 -3.62340 2.39631
C 1.15810 -4.17597 3.19525
C 2.39944 -4.49008 2.64967
C 2.65326 -4.27762 1.30056
C 1.66643 -3.73254 0.49477
H -1.46523 -5.09559 -5.09523
H -2.80754 -5.82012 -3.15105
H -2.54381 -4.70415 -0.97678
H 0.42716 -2.11619 -2.69377
H 0.14901 -3.23458 -4.86407
H -2.16288 -2.58807 0.69886
H -0.79282 -3.37503 2.82387
H 0.96595 -4.35879 4.24507
H 3.17360 -4.90661 3.28248
H 3.61466 -4.54584 0.88002
H 1.86230 -3.57490 -0.56027
O 0.23682 -0.90100 2.20552
C -0.03838 0.17614 2.82148
N -0.20914 1.32525 2.22238
S -0.47931 2.52589 3.30382
O -1.69229 3.20822 2.96335
O 0.71772 3.29915 3.49153
C -0.65030 1.45104 4.70927
C -0.92497 1.73839 6.03067
C -0.81080 0.69433 6.94406
C -0.41022 -0.57947 6.54100
C -0.13375 -0.84804 5.20454
C -0.26148 0.18861 4.30115
H -1.21635 2.73211 6.34613
H -1.02624 0.88028 7.98855
H -0.30908 -1.36280 7.28166
H 0.17936 -1.82865 4.86671
*
```